71
Properties=species:S:1:pos:R:3:mulliken_charge:R:1 method="wB97M-V/def2-TZVPD" de_lowest_kj_mol=0.0 total_charge=+2 e_lumo_ev="-6.07 / -7.91" molar_mass_g_mol=681.58 multiplicity=5
Rh -0.37 0.03 0.43 0.4202
C -0.42 -0.76 3.78 -0.9714
O 0.44 -0.27 2.69 0.0861
C 1.78 -0.53 2.77 0.5881
C 2.44 -1.08 3.88 -0.9168
C 3.80 -1.03 3.95 -0.6239
C 4.51 -0.42 2.97 -0.9180
C 3.83 0.00 1.80 -0.3679
C 2.45 -0.12 1.66 0.1518
N 1.78 0.07 0.44 2.1064
N 2.47 0.45 -0.48 -0.8086
C 2.23 0.33 -1.84 -0.0360
C 1.01 -0.22 -2.45 0.6236
O 0.02 -0.38 -1.74 -0.3474
C 1.01 -0.51 -3.85 -1.0274
C 1.94 -0.05 -4.73 -0.9482
C 3.15 0.62 -4.15 0.8292
C 4.11 1.15 -4.99 -0.7789
C 5.18 1.83 -4.57 -0.5897
C 5.37 1.90 -3.12 -0.7025
C 4.49 1.28 -2.26 -0.3730
C 3.25 0.65 -2.71 0.7330
H -0.22 -0.27 4.75 0.3705
H -0.45 -1.87 3.85 0.3409
H -1.43 -0.49 3.44 0.1721
H 1.79 -1.45 4.70 0.4388
H 4.29 -1.42 4.79 0.5029
H 5.58 -0.32 3.02 0.4542
H 4.35 0.45 0.93 0.3042
H 0.14 -0.90 -4.32 0.5039
H 1.92 -0.15 -5.79 0.5156
H 4.12 1.14 -6.06 0.3677
H 6.00 2.23 -5.11 0.4558
H 6.12 2.61 -2.71 0.3719
H 4.62 1.35 -1.20 0.2964
N -4.39 1.58 1.18 -0.2886
C -5.40 0.84 0.50 0.1707
C -6.59 1.53 0.19 -0.5544
C -7.62 0.75 -0.44 -0.6830
C -7.38 -0.58 -0.80 -0.4733
C -6.21 -1.18 -0.50 -0.4333
C -5.21 -0.49 0.19 0.7390
S -3.65 -1.23 0.64 -0.2783
N -2.67 0.12 0.63 0.0285
C -3.07 1.32 0.95 0.2426
C -2.06 2.38 0.95 1.3626
C -2.41 3.69 1.03 -1.1670
C -1.46 4.72 0.84 -0.4904
C -0.13 4.39 0.75 -1.2175
C 0.14 3.05 0.79 0.0897
N -0.72 2.10 0.95 0.2475
H -4.55 2.58 1.34 0.2011
H -6.63 2.59 0.53 0.2887
H -8.44 1.23 -0.95 0.3532
H -8.25 -1.05 -1.29 0.3512
H -5.97 -2.26 -0.73 0.2912
H -3.40 4.07 0.95 0.3080
H -1.81 5.72 0.76 0.4996
H 0.55 5.18 0.74 0.5193
H 1.15 2.73 0.80 0.5122
C 0.89 -5.57 0.75 -1.0194
N 0.60 -4.17 1.07 -0.1623
C 0.14 -3.26 0.16 0.2120
N 0.12 -3.55 -1.16 -0.2554
O -0.32 -2.17 0.63 -0.2048
H 1.15 -6.04 1.69 0.3551
H 1.68 -5.55 0.04 0.3389
H 0.01 -6.10 0.29 0.3026
H 0.42 -3.86 2.04 0.2615
H 0.25 -4.50 -1.43 0.1855
H -0.05 -2.86 -1.83 0.1437



71
Properties=species:S:1:pos:R:3:mulliken_charge:R:1 method="wB97M-V/def2-TZVPD" de_lowest_kj_mol=83.7 total_charge=+1 e_lumo_ev="-3.48 / -3.48" molar_mass_g_mol=675.89 multiplicity=2
Ti 15.16 13.66 12.08 0.6679
C 19.58 13.84 11.23 -0.7725
C 18.31 13.38 11.62 -0.3319
N 17.30 14.19 11.81 0.2464
C 17.56 15.56 11.81 0.1740
C 18.82 16.10 11.52 0.8991
C 19.83 15.15 11.11 -0.5490
C 19.03 17.49 11.55 -0.8533
C 18.01 18.35 11.83 -0.8382
C 16.71 17.88 12.10 0.7027
C 15.58 18.70 12.17 -0.6056
C 14.34 18.18 12.49 -0.9025
C 14.22 16.78 12.53 -0.6688
N 15.19 15.92 12.32 0.2343
C 16.44 16.45 12.08 0.1596
H 20.38 13.14 10.89 0.3423
H 18.14 12.34 11.68 0.5384
H 20.83 15.63 10.86 0.3285
H 19.99 17.91 11.26 0.3738
H 18.17 19.43 11.78 0.3778
H 15.67 19.71 11.85 0.4367
H 13.47 18.81 12.63 0.4168
H 13.29 16.38 12.67 0.9690
Cl 8.13 12.72 5.47 -0.2052
C 8.56 12.40 7.14 0.3135
C 9.86 12.01 7.38 -1.0213
C 10.18 11.64 8.68 0.3247
C 9.23 11.55 9.65 -0.0472
C 9.57 11.07 11.06 0.5868
C 9.45 12.20 12.06 -1.3115
N 10.58 13.03 11.86 0.4498
C 10.68 14.20 11.16 -0.3263
C 11.99 14.53 11.10 -1.2107
N 12.79 13.55 11.77 0.1304
C 11.84 12.68 12.21 -0.4007
O 8.83 9.98 11.39 -0.4530
C 9.60 8.89 11.95 -0.4891
C 10.54 8.49 10.89 0.1295
C 11.88 8.28 10.99 0.4933
Cl 12.95 8.56 12.32 -0.1864
S 12.60 7.71 9.50 -0.1482
C 11.10 7.91 8.71 -0.3692
C 10.12 8.34 9.51 -0.7062
C 7.94 12.01 9.39 0.3881
Cl 6.73 12.07 10.64 -0.2085
C 7.57 12.49 8.18 -0.8598
H 10.62 11.97 6.58 0.3699
H 11.19 11.31 8.97 0.4421
H 10.66 10.84 11.05 0.0084
H 9.35 11.84 13.07 0.2660
H 8.55 12.82 11.94 0.4038
H 9.80 14.63 10.73 0.4954
H 12.50 15.28 10.52 0.7058
H 12.08 11.75 12.73 0.3966
H 8.87 8.15 12.15 0.3111
H 10.11 9.17 12.90 0.2763
H 11.09 7.69 7.65 0.4274
H 9.16 8.55 9.14 0.5538
H 6.59 12.79 7.98 0.5517
C 16.77 11.67 15.19 -1.2787
C 15.44 12.56 15.17 0.2857
C 15.66 13.84 16.06 -1.1554
O 15.28 12.99 13.78 -0.5262
H 16.85 11.18 16.19 0.3975
H 17.63 12.23 14.91 0.3122
H 16.77 10.85 14.47 0.3514
H 14.60 11.99 15.51 0.3539
H 16.47 14.45 15.58 0.2142
H 15.94 13.41 17.04 0.3977
H 14.82 14.48 16.34 0.3112
H 15.33 12.50 10.83 -0.0904



75
Properties=species:S:1:pos:R:3:mulliken_charge:R:1 method="wB97M-V/def2-TZVPD" de_lowest_kj_mol=95.9 total_charge=-1 e_lumo_ev="1.84 / 1.86" molar_mass_g_mol=955.94 multiplicity=2
Ru -0.26 0.97 -0.15 0.5473
C 0.64 -0.96 -2.71 -2.3656
N 0.67 0.30 -1.98 1.3910
C 1.18 1.31 -2.59 -0.2081
C 1.04 2.62 -2.05 -0.7141
C 1.40 3.88 -2.48 -0.9150
C 0.81 4.79 -1.57 -0.9821
C 0.12 4.03 -0.63 -0.6811
N 0.26 2.72 -0.92 1.0739
C 1.69 -1.99 -2.38 0.9722
C 1.32 -3.33 -2.28 -0.2833
C 2.27 -4.31 -2.02 -0.7842
C 3.60 -3.95 -1.86 -0.4595
C 3.98 -2.62 -1.99 -0.4806
C 3.02 -1.65 -2.26 -0.0822
H 0.74 -0.72 -3.78 0.6863
H -0.36 -1.39 -2.58 0.2754
H 1.65 1.19 -3.57 0.3865
H 2.00 4.12 -3.34 0.4993
H 0.87 5.86 -1.59 0.4406
H -0.46 4.36 0.22 0.4569
H 0.28 -3.61 -2.42 0.3720
H 1.97 -5.34 -1.95 0.3925
H 4.35 -4.70 -1.62 0.3883
H 5.01 -2.32 -1.86 0.3482
H 3.33 -0.61 -2.34 0.2667
I -3.18 1.52 -4.55 -0.0297
C -3.70 0.49 -2.82 -0.4452
C -4.92 -0.19 -2.73 -0.3223
C -5.26 -0.89 -1.60 -0.1540
I -7.14 -1.82 -1.54 -0.0011
C -4.37 -0.96 -0.51 0.7901
C -4.60 -1.64 0.71 -0.9427
C -3.65 -1.60 1.69 -1.3115
C -2.45 -0.90 1.47 -0.3097
N -2.19 -0.31 0.34 0.9498
C -3.13 -0.29 -0.63 -0.4368
C -2.79 0.51 -1.76 0.2866
O -1.72 1.21 -1.76 0.0214
H -5.61 -0.17 -3.57 0.3598
H -5.54 -2.15 0.88 0.1797
H -3.83 -2.08 2.64 0.4104
H -1.69 -0.81 2.24 0.4066
C 2.61 -2.39 3.25 -0.8581
N 1.60 -2.04 2.27 0.4375
C 1.03 -2.88 1.34 -1.3088
C 0.28 -2.10 0.52 -0.9637
N 0.40 -0.80 0.94 1.9747
C 1.20 -0.79 1.98 -1.6117
H 3.49 -2.77 2.74 0.3094
H 2.21 -3.13 3.95 0.3377
H 2.90 -1.49 3.79 0.2952
H 1.22 -3.94 1.34 0.4390
H -0.36 -2.39 -0.29 0.7911
H 1.53 0.08 2.52 0.2869
C 1.63 2.56 2.12 -1.2539
C 0.18 2.38 2.49 0.2540
C -0.42 2.76 3.67 -1.2709
C -1.83 2.65 3.48 -0.8702
C -2.02 2.20 2.20 -0.0089
C -3.34 2.14 1.47 -1.3341
N -0.80 2.00 1.60 1.8033
H 2.30 1.94 2.72 0.4535
H 1.92 3.60 2.28 0.3928
H 1.83 2.31 1.08 -0.0649
H 0.10 3.11 4.55 0.4757
H -2.61 2.89 4.19 0.4726
H -3.92 3.04 1.71 0.4873
H -3.96 1.28 1.74 0.2164
H -3.19 2.12 0.39 0.1125
O 4.03 -1.63 0.89 -0.6676
Cl 4.15 -0.18 0.83 1.8709
O 4.19 0.34 2.19 -0.7310
O 5.34 0.19 0.11 -0.7510
O 2.98 0.36 0.15 -0.7085



Which value of multiplicity does entry 1 give?
5



Repeat the second record exactly.
71
Properties=species:S:1:pos:R:3:mulliken_charge:R:1 method="wB97M-V/def2-TZVPD" de_lowest_kj_mol=83.7 total_charge=+1 e_lumo_ev="-3.48 / -3.48" molar_mass_g_mol=675.89 multiplicity=2
Ti 15.16 13.66 12.08 0.6679
C 19.58 13.84 11.23 -0.7725
C 18.31 13.38 11.62 -0.3319
N 17.30 14.19 11.81 0.2464
C 17.56 15.56 11.81 0.1740
C 18.82 16.10 11.52 0.8991
C 19.83 15.15 11.11 -0.5490
C 19.03 17.49 11.55 -0.8533
C 18.01 18.35 11.83 -0.8382
C 16.71 17.88 12.10 0.7027
C 15.58 18.70 12.17 -0.6056
C 14.34 18.18 12.49 -0.9025
C 14.22 16.78 12.53 -0.6688
N 15.19 15.92 12.32 0.2343
C 16.44 16.45 12.08 0.1596
H 20.38 13.14 10.89 0.3423
H 18.14 12.34 11.68 0.5384
H 20.83 15.63 10.86 0.3285
H 19.99 17.91 11.26 0.3738
H 18.17 19.43 11.78 0.3778
H 15.67 19.71 11.85 0.4367
H 13.47 18.81 12.63 0.4168
H 13.29 16.38 12.67 0.9690
Cl 8.13 12.72 5.47 -0.2052
C 8.56 12.40 7.14 0.3135
C 9.86 12.01 7.38 -1.0213
C 10.18 11.64 8.68 0.3247
C 9.23 11.55 9.65 -0.0472
C 9.57 11.07 11.06 0.5868
C 9.45 12.20 12.06 -1.3115
N 10.58 13.03 11.86 0.4498
C 10.68 14.20 11.16 -0.3263
C 11.99 14.53 11.10 -1.2107
N 12.79 13.55 11.77 0.1304
C 11.84 12.68 12.21 -0.4007
O 8.83 9.98 11.39 -0.4530
C 9.60 8.89 11.95 -0.4891
C 10.54 8.49 10.89 0.1295
C 11.88 8.28 10.99 0.4933
Cl 12.95 8.56 12.32 -0.1864
S 12.60 7.71 9.50 -0.1482
C 11.10 7.91 8.71 -0.3692
C 10.12 8.34 9.51 -0.7062
C 7.94 12.01 9.39 0.3881
Cl 6.73 12.07 10.64 -0.2085
C 7.57 12.49 8.18 -0.8598
H 10.62 11.97 6.58 0.3699
H 11.19 11.31 8.97 0.4421
H 10.66 10.84 11.05 0.0084
H 9.35 11.84 13.07 0.2660
H 8.55 12.82 11.94 0.4038
H 9.80 14.63 10.73 0.4954
H 12.50 15.28 10.52 0.7058
H 12.08 11.75 12.73 0.3966
H 8.87 8.15 12.15 0.3111
H 10.11 9.17 12.90 0.2763
H 11.09 7.69 7.65 0.4274
H 9.16 8.55 9.14 0.5538
H 6.59 12.79 7.98 0.5517
C 16.77 11.67 15.19 -1.2787
C 15.44 12.56 15.17 0.2857
C 15.66 13.84 16.06 -1.1554
O 15.28 12.99 13.78 -0.5262
H 16.85 11.18 16.19 0.3975
H 17.63 12.23 14.91 0.3122
H 16.77 10.85 14.47 0.3514
H 14.60 11.99 15.51 0.3539
H 16.47 14.45 15.58 0.2142
H 15.94 13.41 17.04 0.3977
H 14.82 14.48 16.34 0.3112
H 15.33 12.50 10.83 -0.0904



What did the third record say?
75
Properties=species:S:1:pos:R:3:mulliken_charge:R:1 method="wB97M-V/def2-TZVPD" de_lowest_kj_mol=95.9 total_charge=-1 e_lumo_ev="1.84 / 1.86" molar_mass_g_mol=955.94 multiplicity=2
Ru -0.26 0.97 -0.15 0.5473
C 0.64 -0.96 -2.71 -2.3656
N 0.67 0.30 -1.98 1.3910
C 1.18 1.31 -2.59 -0.2081
C 1.04 2.62 -2.05 -0.7141
C 1.40 3.88 -2.48 -0.9150
C 0.81 4.79 -1.57 -0.9821
C 0.12 4.03 -0.63 -0.6811
N 0.26 2.72 -0.92 1.0739
C 1.69 -1.99 -2.38 0.9722
C 1.32 -3.33 -2.28 -0.2833
C 2.27 -4.31 -2.02 -0.7842
C 3.60 -3.95 -1.86 -0.4595
C 3.98 -2.62 -1.99 -0.4806
C 3.02 -1.65 -2.26 -0.0822
H 0.74 -0.72 -3.78 0.6863
H -0.36 -1.39 -2.58 0.2754
H 1.65 1.19 -3.57 0.3865
H 2.00 4.12 -3.34 0.4993
H 0.87 5.86 -1.59 0.4406
H -0.46 4.36 0.22 0.4569
H 0.28 -3.61 -2.42 0.3720
H 1.97 -5.34 -1.95 0.3925
H 4.35 -4.70 -1.62 0.3883
H 5.01 -2.32 -1.86 0.3482
H 3.33 -0.61 -2.34 0.2667
I -3.18 1.52 -4.55 -0.0297
C -3.70 0.49 -2.82 -0.4452
C -4.92 -0.19 -2.73 -0.3223
C -5.26 -0.89 -1.60 -0.1540
I -7.14 -1.82 -1.54 -0.0011
C -4.37 -0.96 -0.51 0.7901
C -4.60 -1.64 0.71 -0.9427
C -3.65 -1.60 1.69 -1.3115
C -2.45 -0.90 1.47 -0.3097
N -2.19 -0.31 0.34 0.9498
C -3.13 -0.29 -0.63 -0.4368
C -2.79 0.51 -1.76 0.2866
O -1.72 1.21 -1.76 0.0214
H -5.61 -0.17 -3.57 0.3598
H -5.54 -2.15 0.88 0.1797
H -3.83 -2.08 2.64 0.4104
H -1.69 -0.81 2.24 0.4066
C 2.61 -2.39 3.25 -0.8581
N 1.60 -2.04 2.27 0.4375
C 1.03 -2.88 1.34 -1.3088
C 0.28 -2.10 0.52 -0.9637
N 0.40 -0.80 0.94 1.9747
C 1.20 -0.79 1.98 -1.6117
H 3.49 -2.77 2.74 0.3094
H 2.21 -3.13 3.95 0.3377
H 2.90 -1.49 3.79 0.2952
H 1.22 -3.94 1.34 0.4390
H -0.36 -2.39 -0.29 0.7911
H 1.53 0.08 2.52 0.2869
C 1.63 2.56 2.12 -1.2539
C 0.18 2.38 2.49 0.2540
C -0.42 2.76 3.67 -1.2709
C -1.83 2.65 3.48 -0.8702
C -2.02 2.20 2.20 -0.0089
C -3.34 2.14 1.47 -1.3341
N -0.80 2.00 1.60 1.8033
H 2.30 1.94 2.72 0.4535
H 1.92 3.60 2.28 0.3928
H 1.83 2.31 1.08 -0.0649
H 0.10 3.11 4.55 0.4757
H -2.61 2.89 4.19 0.4726
H -3.92 3.04 1.71 0.4873
H -3.96 1.28 1.74 0.2164
H -3.19 2.12 0.39 0.1125
O 4.03 -1.63 0.89 -0.6676
Cl 4.15 -0.18 0.83 1.8709
O 4.19 0.34 2.19 -0.7310
O 5.34 0.19 0.11 -0.7510
O 2.98 0.36 0.15 -0.7085



Among the records above, which one has the highest multiplicity?
C31H28N7O3RhS